{
  "formula": "C17H42BF3N2O10P2Si2",
  "method": "ωB97M-V/def2-TZVPD",
  "elements": ["C", "C", "Si", "C", "C", "N", "O", "Si", "C", "F", "F", "F", "B", "N", "O", "H", "H", "H", "H", "H", "H", "H", "H", "H", "H", "H", "H", "O", "P", "O", "C", "C", "O", "C", "C", "O", "C", "C", "H", "H", "H", "H", "H", "H", "H", "H", "H", "H", "H", "H", "H", "H", "H", "O", "P", "O", "C", "C", "O", "C", "C", "O", "C", "C", "H", "H", "H", "H", "H", "H", "H", "H", "H", "H", "H", "H", "H", "H", "H"],
  "positions_angstrom": [[-2.380, -3.827, 0.354], [-1.046, -3.673, -0.346], [0.155, -2.360, 0.485], [1.124, -3.317, 1.845], [1.633, -4.750, 1.208], [2.728, -4.859, 0.357], [-0.883, -1.071, 1.069], [-0.159, -0.158, 2.382], [-1.565, 0.035, 3.741], [-2.800, 0.429, 2.970], [-1.880, -1.317, 4.324], [-1.206, 1.044, 4.779], [1.352, -1.802, -0.974], [2.660, -1.047, -0.755], [1.014, -2.152, -2.386], [-3.327, -3.173, 0.119], [-2.502, -4.610, 1.242], [-0.764, -4.258, -1.326], [0.446, -3.456, 2.809], [2.103, -2.725, 2.146], [1.106, -5.786, 1.479], [3.142, -3.912, 0.207], [0.959, -0.807, 3.050], [0.226, 1.211, 2.039], [2.902, -1.040, 0.261], [2.632, -0.087, -1.168], [0.111, -1.802, -2.642], [5.535, 1.920, -0.371], [6.874, 2.277, -1.061], [7.403, 0.710, -1.156], [6.844, -0.120, -2.158], [7.354, 0.256, -3.536], [7.673, 2.681, 0.344], [6.945, 3.108, 1.486], [6.620, 1.933, 2.394], [8.371, 2.676, -1.832], [8.281, 3.745, -2.763], [7.786, 5.027, -2.120], [5.751, -0.075, -2.122], [7.142, -1.148, -1.930], [6.946, 1.219, -3.848], [7.055, -0.492, -4.278], [8.445, 0.346, -3.541], [6.044, 3.655, 1.188], [7.574, 3.818, 2.033], [6.187, 1.089, 1.845], [5.918, 2.232, 3.178], [7.530, 1.556, 2.867], [7.621, 3.451, -3.584], [9.281, 3.903, -3.178], [6.759, 4.920, -1.757], [7.804, 5.850, -2.840], [8.405, 5.292, -1.260], [-7.030, 1.695, -0.612], [-7.430, 0.341, 0.024], [-5.874, -0.211, 0.163], [-5.077, 0.307, 1.212], [-5.511, -0.238, 2.559], [-7.789, -0.412, -1.419], [-8.163, 0.355, -2.554], [-6.949, 0.690, -3.406], [-7.876, -1.172, 0.735], [-8.979, -1.095, 1.626], [-10.229, -0.565, 0.949], [-5.107, 1.401, 1.206], [-4.045, 0.002, 1.015], [-6.481, 0.175, 2.846], [-4.789, 0.030, 3.337], [-5.615, -1.327, 2.529], [-8.709, 1.254, -2.251], [-8.858, -0.249, -3.146], [-6.122, 1.095, -2.814], [-7.209, 1.418, -4.181], [-6.565, -0.211, -3.891], [-8.709, -0.463, 2.477], [-9.166, -2.104, 2.005], [-10.095, 0.471, 0.621], [-11.080, -0.592, 1.637], [-10.468, -1.155, 0.062]],
  "lumo_energy_ha": -0.0732
}

---

{
  "formula": "C17H42BNO5P",
  "method": "ωB97M-V/def2-TZVPD",
  "elements": ["C", "O", "C", "B", "C", "C", "C", "N", "O", "P", "O", "O", "O", "H", "H", "H", "H", "H", "H", "H", "H", "H", "H", "H", "H", "H", "H", "C", "C", "C", "C", "C", "C", "H", "H", "H", "H", "H", "H", "H", "H", "H", "H", "H", "H", "H", "H", "C", "C", "C", "C", "C", "C", "H", "H", "H", "H", "H", "H", "H", "H", "H", "H", "H", "H", "H", "H"],
  "positions_angstrom": [[-1.885, -0.784, 1.721], [-1.174, 0.100, 0.918], [-0.416, -0.558, -0.095], [0.966, -1.304, 0.398], [1.603, -2.046, -0.914], [2.687, -3.109, -0.667], [2.535, -3.861, 0.611], [3.549, -3.647, 1.572], [1.646, -4.590, 0.855], [2.155, 0.051, 1.128], [1.678, 1.430, 1.082], [2.530, -0.309, 2.686], [3.612, 0.055, 0.329], [-1.377, -0.881, 2.680], [-2.864, -0.387, 1.953], [-1.955, -1.778, 1.295], [-0.182, 0.128, -0.903], [-1.019, -1.351, -0.546], [0.640, -2.051, 1.302], [2.089, -1.270, -1.493], [0.835, -2.435, -1.563], [2.621, -3.855, -1.450], [3.686, -2.705, -0.740], [3.088, -3.502, 2.462], [4.050, -2.791, 1.354], [2.094, -1.139, 2.914], [4.331, -0.048, 0.966], [-4.782, -4.286, -1.404], [-4.807, -2.837, -0.927], [-5.305, -2.677, 0.507], [-6.744, -3.133, 0.751], [-7.795, -2.443, -0.117], [-7.874, -0.936, 0.108], [-5.782, -4.726, -1.416], [-4.384, -4.349, -2.418], [-4.148, -4.896, -0.758], [-5.416, -2.237, -1.610], [-3.794, -2.431, -0.986], [-5.198, -1.629, 0.800], [-4.646, -3.241, 1.174], [-6.988, -2.962, 1.805], [-6.816, -4.214, 0.599], [-8.771, -2.883, 0.108], [-7.605, -2.646, -1.175], [-8.098, -0.710, 1.153], [-8.663, -0.497, -0.506], [-6.939, -0.440, -0.155], [3.874, 2.587, -1.417], [4.234, 3.352, -0.150], [3.492, 4.677, -0.008], [3.776, 5.703, -1.107], [5.246, 6.086, -1.271], [5.844, 6.746, -0.032], [4.146, 3.144, -2.320], [4.396, 1.633, -1.447], [2.803, 2.381, -1.444], [5.319, 3.516, -0.115], [3.987, 2.728, 0.709], [3.729, 5.113, 0.968], [2.418, 4.474, 0.010], [3.196, 6.609, -0.895], [3.402, 5.325, -2.062], [5.331, 6.780, -2.113], [5.837, 5.206, -1.539], [5.288, 7.647, 0.235], [6.882, 7.033, -0.213], [5.834, 6.072, 0.826]],
  "lumo_energy_ha": 0.1007,
  "e_above_lowest_kj_mol": 66.1,
  "charge": -1
}